16
Properties=species:S:1:pos:R:3:forces:R:3:nbo_charge:R:1 method="wB97M-V/def2-TZVPD" charge=-1 e_above_lowest_kcal_mol=6.3 orbital_gap_ev=6.98
C 0.1331 0.7321 -1.5731 -0.1251 -1.1161 0.1134 -0.225
C -0.7097 -0.5678 -1.4860 0.4713 0.5571 0.7616 -0.526
S -1.6413 -0.6017 0.1049 -0.0534 -0.0917 -0.6741 -0.723
N 0.9284 1.0384 -0.3929 0.2462 -0.0647 1.6388 -0.886
H -0.5814 1.5405 -1.7226 0.2405 0.2635 -0.1204 0.183
H 0.8470 0.6565 -2.3964 -0.2042 0.1732 -0.3491 0.163
H -0.0281 -1.4246 -1.5307 -0.0704 -0.0430 -0.1026 0.169
H -1.3570 -0.5835 -2.3660 -0.1325 -0.1676 0.0788 0.178
H 1.2958 0.2072 0.0869 0.0161 -0.5630 -1.0648 0.346
H 0.2808 1.2014 0.3804 -0.4805 0.6786 -0.3474 0.387
H 2.8919 1.1087 -0.3374 0.0133 0.7382 0.0406 0.499
H 3.9434 1.8399 0.5503 -0.2466 -0.0321 0.0456 0.456
O 3.8057 1.4573 -0.3181 0.3752 -0.3480 -0.1956 -0.981
H -1.1251 -1.3203 2.1414 -0.3195 0.0028 -0.2226 0.500
H -1.7914 -2.2904 3.1539 -0.1557 -0.5554 -0.2117 0.450
O -1.4870 -1.3981 3.0477 0.4253 0.5681 0.6094 -0.990

---

16
Properties=species:S:1:pos:R:3:forces:R:3:nbo_charge:R:1 method="wB97M-V/def2-TZVPD" charge=-1 e_above_lowest_kcal_mol=6.5 orbital_gap_ev=8.21
C 1.0638 0.4596 -0.1595 -0.8411 -0.4234 -0.6734 -0.032
O -0.1057 0.6091 0.5281 0.4996 -0.2656 0.1028 -0.960
C 0.8980 -0.1384 -1.5903 -1.1023 -0.7161 0.7932 -0.241
N 0.2579 -1.4970 -1.5858 -0.5266 0.6118 -0.2024 -0.861
H 1.7322 -0.3413 0.2985 -0.0332 0.8838 0.1219 0.090
H 1.6037 1.4267 -0.3045 0.2747 -0.3707 0.2536 0.114
H 1.9168 -0.3688 -1.8560 0.5130 0.4305 -1.0001 0.156
H 0.3239 0.5101 -2.2777 0.5920 -0.1586 0.2000 0.172
H -0.7641 -1.4753 -1.4197 0.9416 0.4895 0.0209 0.352
H 0.6391 -1.9111 -0.7524 -0.0180 -0.5630 0.4036 0.343
H -1.2881 1.6764 0.6455 -0.4376 -0.0291 -0.0772 0.523
H -2.5440 2.0218 1.5540 0.2270 -0.0790 -0.0869 0.442
O -2.1693 2.1855 0.6835 0.1748 0.0987 0.0397 -1.027
H -1.2095 -1.4053 2.2116 -0.1917 0.0128 -0.1027 0.444
H -0.0652 -0.5452 1.6454 -0.5441 0.3072 0.1028 0.510
O -0.2894 -1.2070 2.3793 0.4720 -0.2289 0.1042 -1.026

---

16
Properties=species:S:1:pos:R:3:forces:R:3:nbo_charge:R:1 method="wB97M-V/def2-TZVPD" charge=+1 e_above_lowest_kcal_mol=6.3 orbital_gap_ev=9.48
N 2.3612 -0.9495 0.2378 -0.0040 0.3551 -0.0210 -0.696
C 1.6229 0.3566 -0.0861 1.5934 -0.0864 -0.8569 -0.225
C 0.5474 0.0277 -1.1065 -0.4608 0.0084 0.4492 -0.590
S -0.7995 1.2296 -1.1217 0.0444 0.2732 0.2573 0.167
S -1.6478 0.8808 0.7347 0.1266 0.0880 -0.3929 -0.130
H 1.8108 -1.4860 0.9291 -0.2972 -0.6154 -0.4797 0.476
H 2.4613 -1.4251 -0.6657 -0.1889 -0.4673 0.5159 0.436
H 3.3088 -0.8771 0.6195 -0.1567 0.5324 -0.0333 0.440
H 1.3368 0.8371 0.8382 -0.3368 -0.0958 0.1103 0.244
H 2.3833 0.9557 -0.6004 -0.2243 0.2400 0.4198 0.229
H 0.1246 -0.9514 -0.9082 -0.1175 -0.2455 -0.0481 0.226
H 0.9617 0.0369 -2.1133 0.0506 -0.0532 -0.0769 0.250
H -2.6507 0.1465 0.2426 -0.1605 -0.1729 0.1533 0.150
H -0.4481 -2.4253 1.4303 -0.0411 -0.1568 0.2049 0.498
H 0.5374 -3.3764 2.1762 -0.1984 0.0033 0.0082 0.505
O 0.4485 -2.7795 1.4253 0.3711 0.3929 -0.2101 -0.979

---

14
Properties=species:S:1:pos:R:3:forces:R:3:nbo_charge:R:1 method="wB97M-V/def2-TZVPD" charge=+1 e_above_lowest_kcal_mol=49.0 orbital_gap_ev=9.84
N -0.4043 -2.4527 0.7377 -0.9546 -1.5709 2.5207 -0.945
H 0.3824 -2.9041 1.2221 0.4355 1.7688 1.1533 0.462
H -1.1313 -3.0636 1.1725 -0.1810 -0.3610 -2.1683 0.469
H -0.8047 -1.4935 0.8067 1.4991 0.0610 1.0681 0.491
H 0.0274 -2.3746 -0.1646 -1.2147 -1.2623 -1.6889 0.468
C -0.5468 2.0686 0.6838 -2.5366 -0.2108 3.3257 -0.657
C 0.4834 1.5287 -0.2389 2.3143 -0.3169 1.4584 -0.464
S 0.2340 -0.2677 -0.7868 0.7062 1.8795 -0.2924 -0.154
H -0.3443 1.8079 1.8292 -0.3827 -0.1055 -2.4431 0.217
H -1.6380 1.7795 0.4757 1.5976 0.2685 0.0995 0.223
H -0.5766 3.1664 0.8095 0.3619 -0.3443 -0.8561 0.261
H 0.6171 2.0814 -1.1287 -0.2431 0.4805 -1.0697 0.234
H 1.4613 1.6871 0.3366 -1.0370 -0.9024 -1.0837 0.247
H 1.4731 -0.8184 -0.6040 -0.3648 0.6159 -0.0235 0.148

---

14
Properties=species:S:1:pos:R:3:forces:R:3:nbo_charge:R:1 method="wB97M-V/def2-TZVPD" charge=+1 e_above_lowest_kcal_mol=14.5 orbital_gap_ev=9.32
N 0.4988 -0.8756 -1.9578 0.1088 0.1088 -0.5251 -0.867
H 1.0400 -1.5980 -2.4395 0.1436 -0.0189 0.2062 0.456
H 0.3556 -0.1092 -2.6223 -0.0422 0.0383 0.1879 0.451
H 0.9851 -0.5583 -1.0999 -0.2067 -0.3214 -0.3421 0.469
H -0.4009 -1.2805 -1.6912 0.0033 0.0868 0.1982 0.463
C -0.9018 1.1847 0.4565 1.2998 -0.1323 0.5739 -0.628
C 0.1340 0.5805 1.4673 -1.1462 -0.5054 0.3209 -0.504
S 0.6705 -1.1536 1.1236 0.5082 0.6143 -1.1894 -0.165
H -0.3318 1.6747 -0.3256 -0.1021 0.0587 -0.5127 0.193
H -1.5288 0.3858 0.0450 -0.2140 0.4471 0.2324 0.206
H -1.4528 2.0026 0.9590 -0.0121 -0.7064 -0.3080 0.255
H -0.4237 0.4779 2.4038 0.6848 0.3743 0.1403 0.246
H 1.0655 1.1553 1.5390 -0.5720 0.0130 0.2963 0.236
H 0.2903 -1.8863 2.1421 -0.4532 -0.0570 0.7211 0.187

---

14
Properties=species:S:1:pos:R:3:forces:R:3:nbo_charge:R:1 method="wB97M-V/def2-TZVPD" charge=+1 e_above_lowest_kcal_mol=156.4 orbital_gap_ev="9.37 / 9.35"
C -0.3180 0.8618 1.2205 2.6262 -2.1009 -1.6640 -0.676
C 0.3399 0.1108 -0.0179 -1.6921 3.9701 -1.2598 -0.267
N 1.0322 -1.1100 0.4395 1.8396 -0.2145 -1.6166 -0.749
Si -1.0518 0.1269 -1.4735 3.1191 -4.3699 0.6057 0.917
H -0.9988 0.0289 1.5455 0.3006 1.3467 0.7468 0.215
H 0.6020 1.1065 1.8267 -1.7570 0.0797 0.3537 0.228
H -0.8174 1.7268 0.7836 -0.0548 -0.0322 0.6635 0.254
H 1.4164 1.5793 -0.8622 -1.5203 -2.9381 1.4783 0.165
H 1.8143 -0.8895 1.1061 -0.2633 -0.3779 -1.1358 0.452
H 1.2542 -1.8267 -0.3333 0.4543 1.7334 1.0192 0.466
H 0.4220 -1.6570 0.9801 -1.6821 -0.8003 1.4019 0.429
H -1.2356 1.4567 -1.6280 -0.3417 2.7181 -0.7000 -0.140
H -2.2444 -0.6770 -1.2809 -0.5006 0.0329 0.5766 -0.137
H -0.2149 -0.8375 -2.3063 -0.5279 0.9529 -0.4694 -0.157

---

16
Properties=species:S:1:pos:R:3:forces:R:3:nbo_charge:R:1 method="wB97M-V/def2-TZVPD" e_above_lowest_kcal_mol=63.5 orbital_gap_ev=8.12
C -3.0791 1.1744 -0.8215 -1.4174 0.5047 -2.8515 -1.208
C 4.5049 -0.5939 0.3885 0.1807 0.7116 4.3163 -0.845
O -1.0897 -0.5095 0.0657 1.1576 -0.4559 0.1074 -1.325
O -3.5204 -1.2462 0.6363 -1.8750 -1.5538 -0.4113 -1.133
Si -2.5498 0.0324 0.5231 0.3554 0.8013 0.9968 1.937
Si -0.1698 -1.7405 -0.5507 -0.1812 0.1699 0.0992 1.011
H -4.0021 0.7374 -1.3982 1.6993 0.2806 0.9515 0.245
H -3.5625 2.0600 -0.4302 0.1738 0.5469 0.2793 0.247
H -2.3659 1.5247 -1.6790 -0.9580 -0.8135 1.9050 0.263
H 4.7690 -1.6340 0.3630 0.0812 -0.4637 -0.2283 0.211
H 4.2449 -0.2128 -0.5309 -0.0452 0.8534 -2.2338 0.206
H 5.3892 -0.0209 0.9198 -1.9445 -0.9543 -1.2107 0.211
H 3.5324 -0.4958 1.0075 1.7279 -0.1471 -0.6437 0.216
H -4.1401 -1.6762 -0.0046 1.2024 0.9809 0.8905 0.526
H -2.4763 0.6117 2.0257 -0.0664 -0.5623 -1.9391 -0.221
H 1.1079 -1.4980 0.2707 -0.0908 0.1013 -0.0276 -0.341

---

16
Properties=species:S:1:pos:R:3:forces:R:3:nbo_charge:R:1 method="wB97M-V/def2-TZVPD" smiles="C[SiH2]O.C[SiH]=O" e_above_lowest_kcal_mol=86.6 orbital_gap_ev=9.55
C -2.1586 0.3669 -1.6692 1.5918 -2.1322 -1.6290 -1.146
Si -2.3214 -0.1950 0.1063 0.2614 2.6048 0.7604 1.476
O -1.9897 -1.6937 0.6191 -3.3223 0.0228 -0.3235 -1.080
H -1.2504 0.9250 -1.8368 0.5196 0.3225 0.2244 0.231
H -2.0396 -0.4540 -2.4832 -0.6028 1.0731 1.4566 0.245
H -2.9427 1.0266 -1.9533 -0.9414 0.3584 -0.1217 0.238
H -3.7208 0.1739 0.3437 -0.3776 -0.4587 0.3688 -0.237
H -1.5418 0.9047 1.0076 -0.5789 -1.2497 -0.9553 -0.255
H -1.0957 -1.8230 0.7585 3.1082 -0.5944 0.2217 0.514
C 3.4946 -0.8513 -0.6168 0.9929 -3.1554 -0.0558 -1.231
Si 1.8882 -0.7688 0.3351 1.7010 0.3673 0.5221 1.882
O 0.5226 -1.3058 -0.0132 -0.1427 -0.2986 -0.6080 -1.204
H 4.4953 -1.2767 -0.1970 -2.1123 0.4211 0.3293 0.283
H 3.2731 -1.6021 -1.4155 0.1260 0.6780 0.1902 0.262
H 3.9172 -0.0096 -1.0745 -0.1698 1.7465 -0.8288 0.270
H 2.1042 -0.1765 1.6403 -0.0530 0.2945 0.4487 -0.249

---

15
Properties=species:S:1:pos:R:3:forces:R:3:nbo_charge:R:1 method="wB97M-V/def2-TZVPD" smiles=CCO.O.O e_above_lowest_kcal_mol=30.8 orbital_gap_ev=10.95
C 1.8127 1.1249 -0.8484 -0.5477 -1.4035 1.0825 -0.655
C 1.1795 0.2258 0.2766 -2.4980 1.7999 0.1317 -0.059
O 2.0014 -0.6631 0.9196 1.3611 -0.4880 0.6456 -0.706
H 1.7613 0.4946 -1.7596 0.3756 0.5952 0.3052 0.213
H 1.0402 1.9529 -0.9593 1.8078 -0.3820 -0.0191 0.222
H 2.9227 1.2704 -0.5528 -1.9991 0.6550 -0.7100 0.218
H 0.2865 -0.2879 -0.0988 0.5663 -0.5876 -0.6009 0.169
H 0.5907 0.8070 1.0540 1.1209 0.3468 -0.5261 0.131
H 2.5626 -0.1386 1.5181 -0.2078 -0.5312 -0.2907 0.467
O 0.2695 -0.2503 4.7107 -3.3096 -0.0001 -2.8582 -0.929
H -0.5629 -0.4647 5.2062 1.2694 0.2139 -0.1079 0.465
H -0.2042 -0.1644 3.7614 2.0600 -0.2195 2.9467 0.465
O -4.4480 -0.4414 -4.8531 -0.3257 -0.2175 -2.3895 -0.939
H -4.1082 0.3207 -5.3917 -0.4519 -1.0315 0.8212 0.469
H -4.8244 -1.0553 -5.5644 0.7786 1.2502 1.5695 0.470

---

17
Properties=species:S:1:pos:R:3:forces:R:3:nbo_charge:R:1 method="wB97M-V/def2-TZVPD" smiles="CC(=O)O.O.O.O" e_above_lowest_kcal_mol=111.2 orbital_gap_ev=8.57
C -1.2153 -0.3423 0.1353 -0.9828 -2.8335 -3.2202 -0.729
C 0.0379 -0.6527 -0.7178 7.0076 3.8275 2.3506 0.845
O 0.7668 0.0741 -1.5246 -4.6104 -2.7483 1.1180 -0.580
O 1.0859 -1.2305 0.1575 -2.0875 0.9500 -0.9435 -0.732
H -1.9132 0.1186 -0.5394 -0.3969 0.4865 -0.0486 0.264
H -1.6197 -1.3655 0.3510 0.2609 1.0930 0.5532 0.275
H -1.0324 0.2782 0.9951 0.7067 -0.0206 0.2792 0.301
H 1.5737 -0.3623 0.1763 0.4687 -1.7739 0.2737 0.516
O -0.6822 2.1152 -1.2038 3.5391 -1.4554 -4.6430 -1.066
H 0.0261 1.1543 -1.4149 -2.3126 2.8390 0.5150 0.467
H -0.2566 2.4456 -2.1246 -1.9295 -0.1457 3.0571 0.464
O 0.5963 2.4510 1.0801 -1.9319 -0.1954 -2.5133 -0.951
H 0.6298 1.6861 0.4497 0.6086 0.8041 1.1850 0.432
H -0.1040 2.8820 0.4435 1.6506 -0.4345 1.7644 0.505
O -0.4989 -2.8127 1.8286 1.4482 0.1553 -2.4738 -0.950
H 0.2436 -2.2445 1.4222 -1.3170 -0.9100 1.3316 0.486
H -0.6263 -3.3982 1.0333 -0.1217 0.3621 1.4147 0.453

---

17
Properties=species:S:1:pos:R:3:forces:R:3:nbo_charge:R:1 method="wB97M-V/def2-TZVPD" smiles="CC(=O)O.O.O.O" e_above_lowest_kcal_mol=63.1 orbital_gap_ev=10.70
C -1.1399 1.0465 1.2115 -0.9522 1.2192 -2.4353 -0.722
C -1.9720 0.1296 0.3650 -0.0580 -5.1077 0.6105 0.789
O -1.6035 -0.9084 -0.2150 -0.6428 3.0303 0.9027 -0.596
O -3.3193 0.3198 0.6041 1.2526 1.5894 0.1041 -0.713
H -0.1209 0.7386 1.4199 -0.0839 -0.0270 -0.4840 0.267
H -1.2407 1.9390 0.5166 0.8428 -0.1777 1.3075 0.234
H -1.7328 1.2309 2.0800 -0.1151 0.3499 0.6449 0.240
H -3.7923 -0.4938 0.4967 -0.2171 -0.9019 -0.6700 0.499
O 1.7332 1.2422 -0.4599 2.9596 -0.7367 0.7150 -1.036
H 1.1931 1.9880 -0.8821 2.7145 -1.0198 0.6615 0.510
H 2.8836 1.1405 -0.2983 -5.6814 1.7149 -1.3774 0.528
O 1.8341 -2.0461 1.3724 2.1046 -0.7029 -1.0257 -0.953
H 0.9850 -2.1405 1.7644 -1.0083 -0.6141 0.2531 0.476
H 2.1866 -2.9176 1.0440 -1.0744 1.3294 0.7378 0.478
O 1.1013 -0.3665 -3.2761 0.6439 -0.2266 0.7414 -0.963
H 0.9269 -0.5663 -2.3173 0.6543 0.3859 -1.3129 0.494
H 2.0778 -0.3360 -3.4260 -1.3390 -0.1046 0.6266 0.469

---

16
Properties=species:S:1:pos:R:3:forces:R:3:nbo_charge:R:1 method="wB97M-V/def2-TZVPD" charge=+1 e_above_lowest_kcal_mol=21.9 orbital_gap_ev=11.35
C 1.4333 -0.3085 -2.2613 -1.5254 0.1528 -0.0057 -0.418
N 0.5274 0.3018 -1.1863 1.1025 -1.2433 -0.5331 -0.728
H 1.6303 -1.3431 -2.0310 0.5434 -0.0668 0.4852 0.230
H 0.8631 -0.3784 -3.1877 0.2879 0.5317 -0.1092 0.233
H 2.2839 0.3564 -2.3116 0.3237 -0.4446 -0.3620 0.230
H -0.4365 0.4124 -1.4875 -0.0366 0.0553 -0.0696 0.429
H 0.9258 1.2237 -1.0173 -0.4897 -0.0349 0.4856 0.425
H 0.5104 -0.3060 -0.2351 -0.3719 1.6138 -0.3350 0.466
N 0.0972 -0.2643 1.3340 -0.0995 0.2997 -0.0995 -0.862
C -1.3555 -0.2307 1.6402 0.8136 -0.7516 0.3535 0.092
O -1.8068 1.0566 1.3633 -0.0759 0.0513 0.2349 -0.717
H 0.4250 0.6279 1.7077 0.3005 -0.2128 -0.0353 0.390
H 0.5708 -0.9954 1.8444 -0.0343 -0.2016 0.2756 0.396
H -1.8715 -0.9627 1.0261 -0.0722 -0.1973 -0.0555 0.164
H -1.4302 -0.4977 2.6968 -0.5792 0.0874 -0.0268 0.170
H -2.3669 1.3080 2.1053 -0.0868 0.3610 -0.2030 0.499